Computed, not measured: a molecular structure, C22H53BF3InN5O7, with ωB97M-V/def2-TZVPD.

Results
DFT total energy in Eh: -2185.1354
Lowest unoccupied orbital energy in Ha: 0.0906
Max |F| in eV/A: 1.7
Frontier orbital gap in eV: 7.73
E_HOMO in eV: -5.3

Geometry as ORCA input:
```
! RIJCOSX wB97M-V def2-TZVPD def2/J DEFGRID3
* xyz -1 1
C -3.53 -3.41 1.30
C -3.46 -2.21 0.34
O -2.23 -2.13 -0.37
B -1.11 -1.85 0.38
O -0.07 -2.78 0.27
In -0.78 0.04 1.65
C 0.70 -0.46 3.25
C 2.10 -0.04 2.94
O 2.51 0.19 1.82
N 3.06 0.08 4.04
C 2.76 1.27 4.83
C 3.06 -1.11 4.89
N -2.60 0.68 2.63
C -3.03 -0.29 3.64
C -2.61 1.97 3.17
C -1.31 2.77 3.29
O -3.63 2.50 3.58
C -0.18 1.73 0.28
F -0.03 1.34 -1.03
F 0.95 2.44 0.54
F -1.17 2.71 0.20
H -3.53 -3.08 2.34
H -2.68 -4.07 1.13
H -4.43 -4.00 1.10
H -3.61 -1.27 0.89
H -4.25 -2.27 -0.40
H 0.48 -2.70 1.05
H 0.38 -0.11 4.23
H 0.71 -1.55 3.33
H 1.90 1.14 5.50
H 2.59 2.12 4.17
H 3.63 1.50 5.45
H 2.15 -1.21 5.49
H 3.91 -1.03 5.58
H 3.22 -2.00 4.28
H -2.20 -0.87 4.07
H -3.55 0.20 4.47
H -3.75 -1.01 3.22
H -1.21 3.45 2.44
H -0.41 2.16 3.36
H -1.39 3.38 4.19
C 3.34 3.61 -4.48
C 2.50 2.69 -3.60
C 1.32 2.04 -4.33
O 0.23 2.90 -4.57
C 0.33 3.71 -5.72
N 2.09 3.43 -2.40
H 2.84 4.56 -4.66
H 4.29 3.83 -3.99
H 3.56 3.15 -5.45
H 3.15 1.87 -3.27
H 0.93 1.24 -3.70
H 1.65 1.59 -5.27
H 0.85 3.19 -6.53
H 0.85 4.65 -5.52
H -0.69 3.95 -6.04
H 1.64 2.79 -1.75
H 1.36 4.08 -2.66
C 5.62 -3.60 -1.01
C 4.38 -2.94 -0.41
C 4.68 -2.12 0.85
O 4.90 -2.89 2.02
C 6.20 -3.39 2.19
N 3.36 -3.96 -0.22
H 5.93 -4.47 -0.43
H 5.41 -3.94 -2.02
H 6.46 -2.90 -1.05
H 4.00 -2.23 -1.15
H 3.82 -1.49 1.08
H 5.53 -1.44 0.68
H 6.95 -2.69 1.81
H 6.34 -4.36 1.69
H 6.37 -3.53 3.26
H 2.47 -3.52 0.03
H 3.62 -4.52 0.59
C -5.59 0.98 -4.01
C -6.50 0.33 -2.97
C -6.22 0.78 -1.53
O -5.08 0.20 -0.95
C -3.84 0.84 -1.25
N -6.43 -1.13 -3.13
H -4.59 0.56 -3.99
H -5.99 0.83 -5.01
H -5.51 2.06 -3.84
H -7.53 0.63 -3.20
H -7.06 0.46 -0.91
H -6.17 1.88 -1.47
H -3.97 1.93 -1.33
H -3.40 0.45 -2.17
H -3.16 0.64 -0.43
H -7.11 -1.56 -2.51
H -5.52 -1.43 -2.77
*
```